## A
8
Properties=species:S:1:pos:R:3 method="wB97M-V/def2-TZVPD" lumo_energy_ev=0.9 e_homo_ev=-12.695
F 1.93 0.67 0.04
C 0.86 -0.13 0.27
F 1.37 -1.35 0.46
O 0.18 -0.03 -0.89
N -1.20 0.32 -0.84
F -1.45 1.00 0.33
F -1.94 -0.82 -0.46
H 0.25 0.34 1.09

---

## B
8
Properties=species:S:1:pos:R:3 method="wB97M-V/def2-TZVPD" lumo_energy_ev="-1.2 / -3.6" e_homo_ev="-12.761 / -11.405"
C -1.08 0.31 0.03
N 1.87 -0.30 -0.58
O -0.13 1.10 -0.13
F -1.90 0.06 -1.05
F -1.95 0.56 1.06
F 1.26 -1.28 0.07
F 2.62 0.29 0.31
H -0.69 -0.75 0.29

---

Stability, highest: A

---

## A
13
Properties=species:S:1:pos:R:3 method="wB97M-V/def2-TZVPD" lumo_energy_ev=-20.4 e_homo_ev=-25.282 total_charge=+3
Tl -16.56 2.83 -20.27
O -18.27 4.97 -20.44
H -18.99 5.01 -19.77
H -18.17 5.89 -20.79
O -13.70 2.82 -20.41
H -13.43 1.87 -20.42
H -12.86 3.33 -20.29
O -15.61 2.09 -22.64
H -14.70 2.24 -23.01
H -15.82 1.14 -22.82
O -17.47 3.40 -17.72
H -18.43 3.59 -17.63
H -17.22 2.94 -16.87

---

## B
13
Properties=species:S:1:pos:R:3 method="wB97M-V/def2-TZVPD" lumo_energy_ev=-19.9 e_homo_ev=-21.447 total_charge=+3
Tl -1.21 1.23 1.01
O -1.50 1.98 5.98
H -1.11 1.32 6.54
H -1.99 2.55 6.58
O -1.58 -0.05 -3.91
H -1.68 0.49 -4.69
H -1.59 -0.95 -4.23
O 0.12 -3.36 -0.18
H 0.36 -4.19 0.22
H 0.53 -3.38 -1.04
O 2.92 1.41 -1.84
H 3.76 0.95 -1.86
H 2.96 2.01 -2.58

---

Stability, highest: A